No. 1
C19H25F5O4P3Sn | ωB97M-V with the def2-TZVPD basis set

```
57
Properties=species:S:1:pos:R:3:lowdin_charge:R:1
Sn -0.47743 0.70839 -0.84267 1.137
C -0.91115 0.44425 2.70866 -0.250
P 0.22614 -0.41913 1.57818 0.832
C 1.88991 -0.40771 2.43451 -0.230
C -0.57120 -2.01787 1.75143 -0.405
C -0.33662 -2.73097 2.92562 -0.084
C -1.10527 -3.85210 3.24526 -0.025
C -2.21365 -4.21484 2.42488 -0.038
C -2.44242 -3.51059 1.27624 -0.085
C -1.57320 -2.47236 0.89632 -0.376
P -2.00598 -1.61479 -0.62649 0.790
C -2.02082 -2.80370 -1.91190 -0.260
C -3.73883 -1.04800 -0.40351 -0.206
H -0.84416 -0.03138 3.71626 0.068
H -1.97793 0.28443 2.40648 0.067
H -0.72285 1.52665 2.78978 0.052
H 1.79507 -0.52960 3.52351 0.056
H 2.48659 0.47284 2.27640 0.034
H 2.50408 -1.20948 2.04440 0.016
H 0.42837 -2.45499 3.65685 0.111
H -0.91540 -4.41901 4.15995 0.119
H -2.78218 -5.01406 2.81843 0.104
H -3.27074 -3.79281 0.64961 0.105
H -1.13949 -3.47892 -1.95004 0.083
H -2.15225 -2.23107 -2.85252 0.068
H -2.88880 -3.42257 -1.86349 0.046
H -4.30336 -1.83138 0.14933 0.063
H -4.14496 -0.84755 -1.40490 0.066
H -3.80098 -0.13594 0.14316 0.022
C 4.93188 -2.14032 -2.39972 -0.129
O 4.72878 -0.90559 -1.73106 -0.361
P 3.48411 -0.78764 -0.66386 0.823
O 2.28023 -0.28493 -1.68120 -0.489
C 2.48732 0.59604 -2.79381 -0.146
O 4.00546 0.48457 0.09922 -0.356
C 4.96959 1.45640 -0.32665 -0.084
H 5.97609 -2.29897 -2.51776 0.081
H 4.42306 -2.16141 -3.33646 0.079
H 4.63432 -2.99653 -1.81495 0.073
H 1.55361 0.66508 -3.34676 0.063
H 3.22912 0.30924 -3.44989 0.059
H 2.68317 1.59729 -2.46976 0.075
H 5.73026 0.99691 -0.96386 0.086
H 5.42217 1.95190 0.49806 0.079
H 4.51411 2.23474 -0.95355 0.087
F -2.66089 6.93449 -1.40002 0.160
C -2.48770 5.68296 -1.03951 -0.165
C -3.19813 4.70132 -1.65588 -0.148
F -4.16548 4.96753 -2.52943 0.138
C -3.10870 3.38034 -1.23748 -0.111
F -4.02789 2.45359 -1.68588 0.076
C -2.16485 2.99798 -0.28021 -0.329
O -2.05005 1.71827 0.10430 -0.385
C -1.34881 4.02557 0.29712 -0.137
F -0.42758 3.78074 1.25406 0.087
C -1.54383 5.32329 -0.09161 -0.133
F -0.85985 6.37139 0.39679 0.125
```

The energy above the lowest of the compared OMol25 structures with the same formula, charge and spin is 3.08 kcal/mol. As for the spin multiplicity: 1. Its HOMO energy is -11.1 eV. Its HOMO-LUMO gap is 8.2 eV. As for the net charge: +1.

No. 2
C5H11LaNP | ωB97M-V with the def2-TZVPD basis set

```
19
Properties=species:S:1:pos:R:3:lowdin_charge:R:1
C -1.86470 0.82630 -0.77684 -0.310
C -2.00714 -0.46473 -1.36282 -0.282
C -2.15426 -1.42655 -0.30751 -0.260
C -2.14781 -0.72610 0.94887 -0.284
C -1.95287 0.66014 0.68937 -0.315
La 0.30751 -0.37019 -0.01508 1.057
P 1.95555 1.99988 -0.38479 0.445
H -1.82211 1.79002 -1.29501 0.093
H -1.97889 -0.67978 -2.43448 0.094
H -2.24280 -2.51046 -0.43541 0.095
H -1.97497 1.48306 1.41232 0.090
H -2.24127 -1.17657 1.94046 0.094
H 2.00955 3.09785 0.54232 -0.150
H 2.01114 2.78973 -1.58339 -0.150
H 3.36482 1.66928 -0.33862 -0.141
N 2.43317 -1.62044 0.76510 -0.156
H 2.84650 -1.13488 1.56775 0.023
H 3.14239 -1.60647 0.02550 0.023
H 2.31621 -2.60009 1.04225 0.034
```

The energy above the lowest of the compared OMol25 structures with the same formula, charge and spin is 0.00 kcal/mol. As for the spin multiplicity: 1. Its HOMO energy (alpha / beta) is -4.5 / -3.9 eV. Its HOMO-LUMO gap (alpha / beta) is 4.3 / 4.2 eV.

No. 3
CH11N3O3 | ωB97M-V with the def2-TZVPD basis set

```
18
Properties=species:S:1:pos:R:3:lowdin_charge:R:1
N 0.55575 0.22881 0.44568 -0.002
C 0.45754 -1.07318 0.07503 -0.546
N -0.87043 -1.57273 0.09264 0.136
N 1.49163 -1.80893 -0.30876 0.162
H 0.11890 0.24643 1.42312 0.088
H -1.06190 -2.44849 0.62334 0.115
H -1.59108 -0.92453 0.23572 0.010
H 2.42216 -1.42410 -0.16229 0.098
H 1.50588 -2.22722 -1.23551 0.118
O -3.08607 0.34599 0.94789 -0.099
H -2.40973 1.05305 1.30909 0.099
H -3.22750 0.67438 0.09050 -0.016
O 3.36590 0.89040 -0.40988 -0.113
H 3.61803 1.82573 -0.50558 0.036
H 2.41302 0.92187 -0.16736 -0.019
O -1.40345 1.89505 -0.62991 -0.064
H -1.77653 1.88825 -1.45011 -0.016
H -0.52211 1.50921 -0.37362 0.014
```

The energy above the lowest of the compared OMol25 structures with the same formula, charge and spin is 39.54 kcal/mol. As for the spin multiplicity: 1. As for the SMILES: N=C(N)N.O.O.O. Its HOMO energy is -9.3 eV. Its HOMO-LUMO gap is 9.9 eV.

No. 4
C10H14F2NNi2O11S2 | ωB97M-V with the def2-TZVPD basis set

```
42
Properties=species:S:1:pos:R:3:lowdin_spin:R:1
Ni -0.19778 0.07024 0.13581 1.775
Ni -2.81182 1.30374 -0.15354 1.708
C 1.30463 3.67278 -1.71691 0.007
C 0.22715 2.88937 -1.25434 0.008
C -1.17718 3.24285 -1.81826 0.008
O -2.17304 2.48052 -1.56355 0.120
C -1.40596 4.42251 -2.54482 0.014
C -0.31888 5.26183 -2.84061 0.002
C 1.09028 4.83367 -2.47507 0.001
O 2.10605 5.42623 -2.89069 0.004
O -0.59664 6.37843 -3.32314 0.008
O 0.35485 1.88499 -0.51078 0.051
H 2.27217 3.20968 -1.59450 0.000
H -2.41313 4.75295 -2.73905 0.000
N 1.48001 -0.84158 -0.07983 0.019
S 2.04395 -2.00220 -1.00357 0.003
O 1.78172 -3.30747 -0.48962 0.001
O 3.14544 -1.68838 -1.88773 0.001
F 0.76979 -1.87183 -2.02190 0.001
S 2.99898 -0.41572 0.50621 0.004
O 3.71638 0.60571 -0.20779 0.000
O 3.70865 -1.51288 1.11385 0.008
F 2.51654 0.36854 1.81268 0.003
O -1.51572 1.06665 1.29570 0.093
H -1.55785 1.37739 2.19292 0.010
O -1.77574 -0.13938 -1.06568 0.113
H -1.89745 -0.84882 -1.68605 0.009
C -1.59257 -3.40990 -0.01599 0.000
C -1.84454 -2.60122 1.26189 0.001
O -0.80829 -1.67470 1.51538 0.022
C -0.27914 -1.70262 2.83398 0.002
C 0.58255 -2.92858 3.13152 0.000
H -0.66240 -3.97541 0.04354 0.000
H -2.43927 -4.06274 -0.23984 0.000
H -1.50611 -2.80210 -0.91615 0.000
H -2.79041 -2.09439 1.03796 0.000
H -2.04337 -3.24232 2.12072 0.001
H 0.33963 -0.80635 2.89286 0.001
H -1.04701 -1.63127 3.60913 0.000
H 0.05484 -3.79597 2.73103 0.000
H 0.81857 -3.01264 4.19081 0.000
H 1.54211 -2.87961 2.61346 0.000
```

The energy above the lowest of the compared OMol25 structures with the same formula, charge and spin is 50.00 kcal/mol. As for the spin multiplicity: 5. As for the expectation value of S²: 6.0098. Its HOMO energy (alpha / beta) is -4.4 / -4.3 eV. Its HOMO-LUMO gap (alpha / beta) is 5.2 / 5.2 eV. As for the net charge: -1.